76
Properties=species:S:1:pos:R:3:forces:R:3 method="wB97M-V/def2-TZVPD" charge=+1 lumo_energy_ha=-0.14742
Pd -0.364911 -0.500412 1.270476 0.543 0.756 -1.124
O 1.765245 -0.755004 0.921338 -0.109 -0.098 -0.112
S 3.198414 -1.198721 0.924396 0.171 -0.090 0.043
C 3.409390 -2.353252 -0.460228 -0.013 -0.022 0.035
C 2.985663 -1.906736 -1.856410 0.026 0.034 0.025
C 1.472435 -1.772601 -2.064787 -0.014 -0.027 -0.017
C 0.774079 -3.132830 -2.013505 -0.057 -0.026 0.007
S -0.865321 -3.058448 -1.185479 0.088 0.005 -0.154
O -0.726805 -1.976883 -0.162013 -0.165 -0.257 0.228
C -0.774684 -4.614659 -0.323653 0.005 0.027 -0.092
C 0.088161 -4.757929 0.754624 0.037 -0.043 -0.020
C 0.122223 -5.964605 1.430313 0.017 0.013 0.007
C -0.691479 -7.016110 1.016925 -0.005 0.008 -0.006
C -1.543406 -6.862550 -0.066016 -0.004 -0.012 0.029
C -1.596218 -5.648239 -0.740900 -0.055 0.003 0.013
C 4.126510 0.182711 0.286326 -0.080 -0.042 -0.023
C 5.481942 0.253175 0.571779 0.027 0.006 0.044
C 6.217200 1.318082 0.071533 0.008 0.013 -0.009
C 5.592282 2.296578 -0.690776 -0.011 -0.021 0.008
C 4.231504 2.213803 -0.961031 -0.001 -0.004 -0.020
C 3.485848 1.150282 -0.473123 -0.014 0.025 -0.023
H 2.880188 -3.250522 -0.127035 0.007 0.003 -0.011
H 4.476857 -2.589652 -0.430344 -0.010 0.013 0.003
H 3.397271 -2.638675 -2.557545 -0.031 0.005 -0.016
H 3.471277 -0.959372 -2.097505 -0.015 -0.006 0.017
H 1.282105 -1.296111 -3.026765 0.022 -0.013 -0.009
H 1.061880 -1.117307 -1.299082 0.002 0.014 -0.002
H 1.358456 -3.877011 -1.476126 0.017 0.019 0.038
H 0.569636 -3.528106 -3.009901 0.000 -0.042 0.027
H 0.699954 -3.920865 1.072577 -0.012 -0.021 0.006
H 0.776232 -6.087802 2.284342 -0.008 0.004 -0.015
H -0.663002 -7.957270 1.550257 -0.001 0.009 -0.013
H -2.180042 -7.679882 -0.377965 0.017 0.012 0.001
H -2.278813 -5.508909 -1.571218 0.025 0.012 0.013
H 5.959603 -0.500918 1.187638 -0.029 0.009 -0.013
H 7.274909 1.388802 0.287171 -0.011 0.003 -0.002
H 6.168651 3.129171 -1.072612 -0.008 -0.013 -0.001
H 3.747452 2.971461 -1.564169 0.011 0.006 0.026
H 2.424122 1.073937 -0.672436 -0.034 0.041 0.063
C -4.947616 -0.149430 0.339895 -0.043 -0.039 -0.023
C -4.038342 0.711509 -0.532049 -0.104 -0.018 -0.147
C -4.315173 0.413676 -2.003258 0.041 0.055 -0.021
C -4.266180 2.195125 -0.244424 0.095 -0.011 0.030
N -2.627833 0.290651 -0.336808 0.123 0.128 0.241
N -2.186613 0.359705 1.025572 -0.035 -0.094 0.243
H -5.985239 0.016218 0.050096 0.008 -0.001 0.002
H -4.882983 0.101134 1.401989 0.019 0.001 -0.005
H -4.725385 -1.210106 0.201668 0.023 0.011 0.017
H -5.329897 0.712399 -2.267493 0.009 -0.011 0.013
H -4.190829 -0.649621 -2.207618 -0.015 -0.004 -0.003
H -3.627020 0.969625 -2.645183 -0.011 -0.009 0.009
H -5.303419 2.465399 -0.447129 0.004 -0.020 0.021
H -3.626711 2.806447 -0.887801 -0.016 -0.002 0.033
H -4.044050 2.447377 0.793715 -0.029 0.035 -0.031
H -2.004557 0.935358 -0.819210 -0.022 -0.095 -0.151
H -2.839697 -0.169185 1.597550 -0.070 -0.018 -0.030
H -2.156417 1.324296 1.380370 0.056 -0.035 0.018
I 0.050790 -2.377218 3.696818 0.447 -0.057 0.469
I -2.339695 -2.980663 2.828583 -0.624 -0.213 0.014
F 0.950686 7.505872 -0.510404 0.051 0.021 -0.012
C 0.236709 6.527954 0.039855 0.013 0.007 0.000
C 0.815171 5.545412 0.729804 -0.054 -0.107 0.035
N 0.070901 4.533552 1.308296 0.085 -0.071 0.045
C 0.701995 3.416752 1.998608 -0.061 0.133 -0.148
C 0.347752 2.099008 1.307284 -0.078 0.378 0.253
O 0.170546 1.148111 2.165787 -0.160 -0.135 0.294
O 0.228404 2.027789 0.097041 -0.010 -0.051 -0.135
C -1.293646 4.473129 1.171512 -0.064 -0.203 0.045
O -1.956881 3.557246 1.639592 0.110 0.027 -0.009
N -1.858769 5.504574 0.468156 0.069 0.075 -0.035
C -1.209442 6.578220 -0.154659 -0.062 0.010 -0.033
O -1.813718 7.414533 -0.773148 -0.023 -0.013 0.016
H 1.884874 5.496554 0.873383 -0.003 0.042 -0.021
H 0.379647 3.382121 3.035619 -0.006 -0.025 0.028
H 1.781376 3.556528 1.962141 0.011 -0.003 0.014
H -2.863535 5.473358 0.366789 -0.013 0.007 0.014